# C38H45F3O3Si

6 unconnected molecules or ions with the total composition C38H45F3O3Si in a non-equilibrium geometry (wB97M-V/def2-TZVPD, the Open Molecules 2025 dataset).

Structure (XYZ):
```
90
Properties=species:S:1:pos:R:3:lowdin_charge:R:1
C -1.3078 1.7698 0.8628 -0.1041
O -1.8658 0.6320 0.2459 -0.1883
C -2.7045 0.9592 -0.8527 -0.2278
C -1.9904 0.8347 -2.1972 -0.2109
C -1.5560 2.1979 -2.7865 -0.2652
Si 0.0866 2.0297 -3.6905 0.7981
C 1.4644 2.0318 -2.3973 -0.2127
C 2.6661 1.0893 -2.6202 -0.1362
C 2.2676 -0.3355 -2.8424 -0.5077
O 1.9093 -0.8111 -3.9043 0.0668
O 2.3176 -1.0836 -1.7093 0.0881
C 0.2785 3.5552 -4.8595 -0.6079
F -0.6370 3.5325 -5.8785 0.0629
F 1.5174 3.6422 -5.4361 0.0551
F 0.0680 4.7368 -4.1868 0.0515
H -0.6836 2.3377 0.1738 0.0739
H -2.0860 2.4084 1.2774 0.0918
H -0.6669 1.4334 1.6674 0.0615
H -3.1125 1.9588 -0.7159 0.1170
H -3.5411 0.2673 -0.8069 0.1189
H -2.6794 0.3768 -2.8977 0.1099
H -1.1261 0.1857 -2.0861 0.0936
H -1.3935 2.9371 -2.0059 0.0701
H -2.2995 2.5945 -3.4715 0.0792
H 0.0761 0.8469 -4.5646 0.0334
H 1.8717 3.0439 -2.4012 0.0774
H 1.0540 1.8943 -1.4020 0.0720
H 3.2913 1.1382 -1.7340 0.1153
H 3.2673 1.4458 -3.4474 0.1236
H 2.3449 -2.0052 -1.9861 0.1275
C 1.5801 -0.3445 1.9790 -0.0902
C 2.8440 -0.3668 1.4060 -0.0887
C 3.9250 0.1688 2.0948 -0.0906
C 3.7435 0.7181 3.3571 -0.0962
C 2.4792 0.7368 3.9297 -0.0928
C 1.3975 0.2087 3.2385 -0.0998
H 0.7348 -0.7555 1.4404 0.1045
H 2.9725 -0.7958 0.4205 0.0752
H 4.9109 0.1576 1.6474 0.1003
H 4.5870 1.1318 3.8945 0.0999
H 2.3373 1.1646 4.9140 0.0997
H 0.4094 0.2275 3.6817 0.0778
C 3.4215 5.5683 -3.7281 -0.0988
C 4.4695 4.9365 -4.3833 -0.0934
C 5.7677 5.0735 -3.9109 -0.0969
C 6.0174 5.8384 -2.7797 -0.0991
C 4.9697 6.4687 -2.1228 -0.0980
C 3.6723 6.3354 -2.5982 -0.0910
H 2.4147 5.4673 -4.0950 0.0732
H 4.2727 4.3381 -5.2637 0.0987
H 6.5855 4.5856 -4.4253 0.0994
H 7.0292 5.9437 -2.4104 0.0992
H 5.1648 7.0639 -1.2402 0.0993
H 2.8550 6.8286 -2.0877 0.1012
C -1.5311 -4.0588 -3.9914 -0.0980
C -0.4887 -3.1524 -4.1308 -0.0966
C 0.2200 -3.0819 -5.3220 -0.0914
C -0.1228 -3.9161 -6.3782 -0.0925
C -1.1663 -4.8215 -6.2410 -0.1007
C -1.8689 -4.8950 -5.0464 -0.1020
H -2.0810 -4.1133 -3.0604 0.0986
H -0.2271 -2.4960 -3.3103 0.0852
H 1.0300 -2.3781 -5.4246 0.0796
H 0.4251 -3.8598 -7.3100 0.0995
H -1.4325 -5.4702 -7.0656 0.0984
H -2.6802 -5.6032 -4.9378 0.0983
C -3.4921 -0.8605 7.4381 -0.0983
C -2.1467 -0.5643 7.2702 -0.0984
C -1.6745 -0.1636 6.0280 -0.0984
C -2.5491 -0.0497 4.9556 -0.0925
C -3.8953 -0.3412 5.1252 -0.0928
C -4.3659 -0.7498 6.3650 -0.1126
H -3.8593 -1.1795 8.4047 0.1036
H -1.4654 -0.6494 8.1067 0.1024
H -0.6233 0.0596 5.8963 0.0895
H -2.1823 0.2653 3.9866 0.0911
H -4.5768 -0.2526 4.2893 0.1039
H -5.4146 -0.9840 6.4957 0.1020
C -2.8587 -3.9718 5.4789 -0.0813
C -4.2111 -4.2805 5.4318 -0.0890
C -4.6211 -5.5588 5.0789 -0.0977
C -3.6782 -6.5325 4.7801 -0.1016
C -2.3259 -6.2258 4.8303 -0.1001
C -1.9167 -4.9453 5.1766 -0.0905
H -2.5400 -2.9736 5.7510 0.0790
H -4.9454 -3.5222 5.6694 0.0882
H -5.6762 -5.7969 5.0373 0.0985
H -3.9977 -7.5302 4.5082 0.0983
H -1.5902 -6.9851 4.5984 0.0985
H -0.8618 -4.7050 5.2108 0.1004
```

## Properties
SMILES string: COCCC[Si@H](CCC(=O)O)C(F)(F)F.c1ccccc1.c1ccccc1.c1ccccc1.c1ccccc1.c1ccccc1
Lowest unoccupied orbital energy (eV): 0.480
Net charge: 0

***

# C22H22ClN3O4

A single C22H22ClN3O4 molecule (wB97M-V/def2-TZVPD, the Open Molecules 2025 dataset).

Structure (XYZ):
```
52
Properties=species:S:1:pos:R:3:lowdin_charge:R:1
O -1.4142 -3.7626 -1.9379 0.0989
C -0.9530 -2.7934 -1.3410 -0.2377
C -1.6950 -1.6809 -0.8001 -0.0313
C -3.0272 -1.5313 -1.1040 -0.1744
O -3.6477 -2.4945 -1.7730 0.1071
H -2.9947 -3.2214 -1.9845 0.1006
C -3.8659 -0.3524 -0.8530 -0.1200
C -4.9882 -0.1786 -1.6719 -0.0015
C -5.8185 0.9117 -1.5242 -0.0889
C -5.5409 1.8490 -0.5390 -0.6693
C -4.4428 1.6888 0.2928 -0.0852
C -3.6100 0.5971 0.1371 0.0024
H -2.7813 0.4888 0.8156 0.0755
H -4.2406 2.4154 1.0636 0.1087
Cl -6.5717 3.2163 -0.3432 0.6883
H -6.6763 1.0383 -2.1654 0.1080
H -5.1962 -0.9110 -2.4359 0.1207
C -0.7321 -0.7970 -0.0555 -0.1699
N 0.5612 -1.3114 -0.4618 -0.0125
C 0.5187 -2.5025 -1.1064 -0.3766
O 1.4754 -3.1650 -1.4375 0.1076
C 1.7917 -0.6835 -0.0594 -0.1025
H 2.5759 -1.4338 -0.1807 0.1194
H 1.7361 -0.3884 0.9924 0.1354
C 2.1016 0.5528 -0.9154 -0.1674
N 3.3490 1.1613 -0.4962 -0.1754
C 3.4233 2.5799 -0.8047 -0.1721
C 4.7105 3.1477 -0.2050 -0.2007
O 5.8479 2.4940 -0.7130 -0.1321
C 5.7771 1.1121 -0.4522 -0.1960
C 4.5153 0.4940 -1.0536 -0.1632
H 4.4810 -0.5672 -0.8075 0.1209
H 4.5473 0.6013 -2.1524 0.1331
H 6.6716 0.6704 -0.8938 0.1260
H 5.7782 0.9376 0.6344 0.1273
H 4.8224 4.2029 -0.4601 0.1250
H 4.6729 3.0354 0.8891 0.1264
H 2.5643 3.0873 -0.3608 0.1232
H 3.4222 2.7608 -1.8942 0.1318
H 1.3019 1.2845 -0.7733 0.1166
H 2.1146 0.2615 -1.9791 0.1355
C -0.8755 -0.9669 1.4494 -0.2399
N -1.1765 0.1204 2.1445 0.0948
C -1.2915 0.0216 3.4584 -0.1279
C -1.1077 -1.1655 4.1482 -0.0567
C -0.7932 -2.3036 3.4207 -0.0461
C -0.6736 -2.2067 2.0448 0.0125
H -0.4261 -3.0686 1.4440 0.1251
H -0.6431 -3.2511 3.9163 0.1103
H -1.2081 -1.1992 5.2213 0.1025
H -1.5402 0.9411 3.9711 0.1084
H -0.8286 0.2643 -0.3079 0.1556
```

## Properties
Relative energy (zero: lowest compared OMol25 entry of this formula, charge and spin) (kJ/mol): 154.7
SMILES string: O=C1C(=O)N(CCN2CCOCC2)[C@H](c2ccccn2)/C1=C(/O)c1ccc(Cl)cc1
Lowest unoccupied orbital energy (eV): -0.766
Net charge: 0

***

# C12H33N7Tc

A molecular structure, C12H33N7Tc in a non-equilibrium geometry (wB97M-V/def2-TZVPD, the Open Molecules 2025 dataset).

Structure (XYZ):
```
53
Properties=species:S:1:pos:R:3:lowdin_charge:R:1
Tc -0.0915 -0.4785 -0.0611 1.4732
N 1.9076 0.1177 -0.9467 -0.0247
C 1.8338 0.3293 -2.4252 -0.1437
C 0.3855 0.5691 -2.8277 -0.1431
N -0.4738 -0.4690 -2.2189 -0.2758
C -1.8992 -0.1296 -2.4055 -0.1461
C -2.7915 -1.0312 -1.5566 -0.1464
N -2.2633 -1.1163 -0.1601 -0.0209
C -0.1888 -1.8052 -2.8180 -0.1122
C 0.7745 -2.6494 -1.9883 -0.1691
N 0.4017 -2.5609 -0.5560 -0.0569
H 2.2088 1.0037 -0.5480 0.0642
H 2.6742 -0.5330 -0.7607 0.1251
H 2.2382 -0.5308 -2.9551 0.1284
H 2.4444 1.1886 -2.7161 0.1562
H 0.3033 0.5575 -3.9216 0.1661
H 0.0576 1.5550 -2.4878 0.1294
H -2.1898 -0.2313 -3.4586 0.1695
H -2.0600 0.9178 -2.1349 0.1321
H -2.8645 -2.0362 -1.9755 0.1329
H -3.8093 -0.6270 -1.5707 0.1574
H -2.4000 -2.0818 0.1534 0.1233
H -2.8962 -0.5837 0.4380 0.0995
H 0.2166 -1.6782 -3.8261 0.1622
H -1.1248 -2.3526 -2.9292 0.1325
H 1.8138 -2.3455 -2.1058 0.1120
H 0.7216 -3.6828 -2.3523 0.1604
H 1.1616 -2.9925 -0.0179 0.1307
H -0.3904 -3.1940 -0.4172 0.1184
C 1.5739 0.4784 3.2848 -0.0999
C 0.6047 -0.7135 3.2005 -0.1239
N -0.5220 -0.4664 2.2785 -0.1332
C -1.3465 0.7000 2.6925 -0.1340
C -1.6734 1.6111 1.5094 -0.1719
N -0.5090 1.7106 0.5943 -0.1389
C 0.4874 2.7099 1.1018 -0.0923
C 1.9103 2.2281 1.5253 -0.1052
N 2.0215 0.8822 1.9881 0.1298
H 2.4279 0.1295 3.8858 0.1876
H 1.1324 1.3191 3.8247 0.1493
H 0.2337 -0.9056 4.2179 0.1688
H 1.1296 -1.6158 2.8770 0.1362
H -1.1077 -1.2995 2.3687 0.1299
H -0.8070 1.2768 3.4413 0.1226
H -2.2765 0.3779 3.1659 0.1588
H -1.9657 2.5939 1.8971 0.1530
H -2.5296 1.2473 0.9421 0.1091
H -0.8882 2.1591 -0.2410 0.1187
H 0.0285 3.2427 1.9377 0.1397
H 0.6686 3.4635 0.3284 0.1547
H 2.2163 2.9411 2.3152 0.1923
H 2.6236 2.3965 0.7142 0.1373
H 2.8670 0.4038 1.6998 0.1770
```

## Properties
2S+1: 2
Lowest unoccupied orbital energy (alpha / beta) (eV): -15.884 / -17.336
Net charge: +4